Formula: C28H32Cl5IrNOPSbSe2
Source: the Open Molecules 2025 dataset
Level of theory: wB97M-V/def2-TZVPD

Atoms and positions in Å:
Ir -1.4217 -1.9788 0.9117
Se -1.6560 0.2580 1.8296
P -2.7110 0.6583 -0.0532
Se -1.9317 -0.9347 -1.3129
C -2.3169 2.2823 -0.6790
C -2.5308 3.4017 0.1301
C -2.2083 4.6605 -0.3473
C -1.6690 4.8055 -1.6206
C -1.4586 3.6948 -2.4251
C -1.7810 2.4279 -1.9581
C -4.4708 0.4649 0.2051
C -5.0753 1.1734 1.2485
C -6.4337 1.0362 1.4715
C -7.1863 0.1844 0.6711
C -6.5864 -0.5209 -0.3608
C -5.2263 -0.3835 -0.6017
H -2.9457 3.2992 1.1257
H -2.3844 5.5303 0.2715
H -1.4199 5.7920 -1.9885
H -1.0565 3.8145 -3.4229
H -1.6379 1.5648 -2.5979
H -4.4914 1.8173 1.8945
H -6.9050 1.5929 2.2704
H -8.2462 0.0710 0.8568
H -7.1772 -1.1757 -0.9868
H -4.7655 -0.9242 -1.4168
Cl 3.9730 -6.6012 1.9427
C 2.8349 -5.3266 2.0107
C 2.0869 -5.0014 0.8900
Cl 2.3073 -5.8077 -0.6078
C 1.1493 -3.9820 0.9953
Cl 0.1737 -3.5212 -0.3732
C 0.9321 -3.2537 2.1452
O 0.0424 -2.2590 2.1915
C 1.7129 -3.5689 3.2589
Cl 1.4759 -2.6533 4.6928
C 2.6448 -4.5991 3.1977
Cl 3.5705 -4.9816 4.5789
N -3.6063 -3.8884 1.6830
C -2.7920 -3.1367 1.3702
H -4.3179 -4.5301 1.9772
C 3.4475 2.6531 -1.3634
C 1.9890 2.2965 -1.0904
C 1.3731 3.1389 0.0251
Sb 1.7401 0.2003 -0.6005
C 2.9824 -0.4029 1.0830
C 2.3801 0.1493 2.3719
C 4.4371 0.0175 0.8874
C 2.2462 -0.9702 -2.3623
C 1.2665 -0.6149 -3.4777
C 3.6964 -0.7533 -2.7910
H 3.4771 3.6709 -1.7632
H 3.9258 2.0071 -2.0951
H 4.0420 2.6486 -0.4519
H 1.3929 2.3873 -2.0010
H 1.9510 3.0628 0.9473
H 0.3386 2.8598 0.2358
H 1.3775 4.1898 -0.2749
H 2.8869 -1.4913 1.0535
H 2.4069 1.2402 2.3922
H 2.9686 -0.2081 3.2213
H 1.3536 -0.1842 2.5229
H 4.5613 1.0930 1.0047
H 4.8571 -0.2809 -0.0703
H 5.0351 -0.4651 1.6660
H 2.0980 -1.9965 -2.0257
H 1.3371 0.4406 -3.7512
H 0.2346 -0.8377 -3.2110
H 1.5077 -1.1973 -4.3707
H 3.8451 0.2330 -3.2263
H 3.9358 -1.4877 -3.5651
H 4.4146 -0.8998 -1.9874

Atoms 1-2, force components in eV/Å:
Ir 2.1 0.0 -1.7
Se -0.3 -0.4 0.4

Results
E_HOMO (spin up / spin down)   -13.444 / -13.446 eV
ΔE to the lowest compared entry with this formula, charge and spin   0.0 kcal/mol
<S²>   0.753
E   -245048.03665 eV
Multiplicity   2
Charge   +2
HOMO-LUMO gap (spin up / spin down)   0.231 / 0.206 hartree